Here is a molecular structure, C33H35CaCl2N4O2SbSe4 from the Open Molecules 2025 dataset. Energies are from ωB97M-V with the def2-TZVPD basis set.

ORCA input file:
```
! RIJCOSX wB97M-V def2-TZVPD def2/J DEFGRID3
* xyz -2 1
Ca -0.83329 0.08994 -0.24107
C -4.56512 1.59714 2.23613
C -4.86469 0.52769 3.05130
C -4.27154 -0.70719 2.80035
C -3.38886 -0.79635 1.74412
N -3.06087 0.24956 0.96168
C -3.65363 1.42755 1.20102
C -2.74600 -2.10442 1.35961
C -3.46191 -3.29046 1.42774
C -2.88694 -4.45613 0.95825
C -1.61042 -4.41214 0.42721
C -0.95391 -3.19809 0.39840
N -1.49040 -2.05500 0.86479
H -5.00202 2.58265 2.35022
H -5.55549 0.64191 3.87935
H -4.48376 -1.57109 3.41713
H -3.40298 2.27668 0.56499
H -4.47663 -3.27716 1.80201
H -3.44166 -5.38699 0.98083
H -1.13064 -5.29033 0.01603
H 0.03981 -3.10995 -0.03297
C -2.84265 -0.53581 -3.94635
C -1.88651 -1.05445 -2.92411
O -2.17880 -0.98029 -1.73895
C -0.58819 -1.69851 -3.33881
C -0.56652 -2.38065 -4.55198
C 0.54545 -3.09008 -4.98360
C 1.68117 -3.08735 -4.17202
C 1.69890 -2.38751 -2.97590
C 0.57706 -1.65966 -2.52684
O 0.63320 -0.95684 -1.42254
H -3.45013 0.25719 -3.49656
H -3.50614 -1.35029 -4.26741
H -2.32254 -0.14405 -4.82031
H -1.46144 -2.36142 -5.16503
H 0.53281 -3.61916 -5.92675
H 2.57001 -3.62652 -4.48551
H 2.58974 -2.36334 -2.35781
C -0.18697 4.18098 1.25341
C -0.58509 3.07930 2.16867
N -0.54544 1.78565 1.92212
C -0.84986 1.15879 3.12903
C -1.12117 2.07640 4.09101
N -0.93679 3.29499 3.46571
H -0.03785 3.77279 0.25197
H 0.74093 4.63899 1.62452
H -0.97996 4.92572 1.15963
H -0.88031 0.08062 3.21216
H -1.42108 1.98513 5.12096
H -1.12897 4.20541 3.84588
Se -2.05667 5.55472 -3.63591
Sb -3.03947 3.90921 -2.12544
Se -3.69899 4.88804 0.06706
Se -4.82409 2.44946 -2.95976
Se -1.13405 2.26896 -1.85908
C 2.99917 0.56625 -0.57130
C 2.83570 0.28068 0.97633
C 2.70765 1.64331 1.67037
C 1.56177 -0.43540 0.91175
C 4.00789 -0.56232 1.50829
C 4.49670 -1.64017 0.76325
C 5.52792 -2.43315 1.24463
C 6.09235 -2.17197 2.49303
C 5.60849 -1.11210 3.24320
C 4.57532 -0.31281 2.75038
H 2.28256 1.32126 -0.88912
H 2.83590 -0.29643 -1.20773
H 4.01933 0.93828 -0.69503
H 1.93862 2.22860 1.16915
H 3.66021 2.18066 1.62180
H 2.40334 1.55715 2.71541
H 1.79301 -1.51863 0.86582
H 4.05485 -1.86359 -0.20391
H 5.89179 -3.25745 0.64268
H 6.89819 -2.78886 2.87182
H 6.02989 -0.89615 4.21770
H 4.21473 0.51433 3.34920
Cl 3.40994 3.86841 -3.45476
C 1.75896 3.09377 -3.42216
Cl 1.84950 1.35359 -3.74261
H 1.14282 3.55931 -4.17772
H 1.30478 3.22919 -2.44907
*
```

**Gap between HOMO and LUMO**: 4.2829 eV
**Highest occupied orbital energy**: -0.800 eV

Here is a molecular structure, C34H34Cl2FeN13O2SbSe4 from the Open Molecules 2025 dataset. Energies are from ωB97M-V with the def2-TZVPD basis set.

ORCA input file:
```
! RIJCOSX wB97M-V def2-TZVPD def2/J DEFGRID3
* xyz -2 5
Fe 0.36905 0.95459 0.65762
N -2.07006 3.84822 2.12921
C -1.30714 2.85235 2.57390
N -1.54085 1.75242 1.87782
C -2.44523 2.18173 0.95800
N -2.79685 3.44148 1.06866
C -2.75906 1.32978 -0.19006
C -3.93120 1.42336 -0.93552
N -4.16053 0.63698 -1.97964
C -3.20432 -0.24293 -2.27670
C -2.02339 -0.32994 -1.55446
N -1.79903 0.46056 -0.51126
H -1.82837 4.84259 2.28115
H -0.55462 2.98465 3.33407
H -4.68371 2.15731 -0.67414
H -3.37842 -0.89343 -3.12545
H -1.22206 -1.00807 -1.82002
C 4.56844 0.10734 1.07870
N 4.65365 1.52362 1.50637
C 5.14589 2.40060 0.40722
C 3.30865 2.04498 1.95719
C 2.60566 1.17239 2.94518
C 3.18142 0.98263 4.20479
C 2.52035 0.25499 5.18020
C 1.25193 -0.23597 4.88970
C 0.69439 -0.02225 3.63515
C 1.34646 0.66232 2.59329
H 5.51843 -0.19314 0.63949
H 3.77006 0.04120 0.34021
H 4.31963 -0.50909 1.93890
H 5.29609 1.59631 2.29328
H 4.47654 2.26114 -0.43880
H 6.16355 2.11211 0.14480
H 5.07591 3.44093 0.73518
H 2.72546 2.14120 1.04381
H 3.48413 3.06268 2.31947
H 4.13988 1.44289 4.44244
H 2.96364 0.10973 6.15871
H 0.69308 -0.77296 5.65073
H -0.30961 -0.40408 3.46176
Cl 3.99285 -2.40365 -1.41801
C 3.11867 -1.17132 -2.38866
Cl 4.13002 0.25886 -2.62983
C 1.75205 -0.87686 -1.69771
O 0.84668 -1.61549 -2.11568
O 1.75211 0.00930 -0.82294
H 2.94841 -1.62145 -3.35852
C -2.49474 -1.77719 1.56856
C -1.08098 -2.20656 1.38946
N -0.06796 -1.44817 1.05972
C 1.04772 -2.25014 1.07269
C 0.70583 -3.51966 1.39733
N -0.66378 -3.49475 1.60054
C -1.48891 -4.65354 1.77328
N -2.41915 -4.81120 0.67178
N -3.66530 -5.25984 0.91579
N -4.31272 -5.34816 -0.18514
C -3.48135 -4.94509 -1.20755
C -3.72122 -4.82979 -2.58166
C -2.69449 -4.34590 -3.35597
C -1.45822 -3.95988 -2.79068
C -1.20400 -4.06375 -1.44426
C -2.24632 -4.58733 -0.66496
H -2.50102 -0.72387 1.84473
H -2.98039 -2.35501 2.35713
H -3.07355 -1.90329 0.64994
H 2.02174 -1.84498 0.86222
H 1.27747 -4.42645 1.49210
H -2.08719 -4.61957 2.68317
H -0.82367 -5.51668 1.81700
H -4.68170 -5.09888 -2.99984
H -2.83860 -4.22862 -4.42276
H -0.69052 -3.52996 -3.42143
H -0.26626 -3.71135 -1.03345
N -4.03150 4.88359 -3.72952
C -3.15828 4.13698 -3.76491
C -2.11736 3.14858 -3.83412
C -1.96167 2.40440 -5.00025
C -0.98303 1.43138 -5.03533
C -0.22529 1.22059 -3.88961
N -0.36881 1.92657 -2.77499
C -1.27544 2.89562 -2.74860
H -2.60298 2.59419 -5.85122
H -0.81909 0.83200 -5.92118
H 0.51801 0.43092 -3.86080
H -1.32114 3.48238 -1.83325
Se 0.00285 6.26034 2.79961
Sb 1.53277 5.65854 0.95171
Se 0.70740 3.35779 0.14365
Se 1.35038 7.04999 -1.02395
Se 3.84387 5.55511 1.81542
*
```

**Gap between HOMO and LUMO (alpha / beta)**: 4.6149 / 4.6100 eV
**Highest occupied orbital energy (alpha / beta)**: -1.301 / -1.296 eV
**Expectation value of S²**: 6.01

Here is 3 unconnected molecules or ions with the total composition CH5O4 from the Open Molecules 2025 dataset. Energies are from ωB97M-V with the def2-TZVPD basis set.

ORCA input file:
```
! RIJCOSX wB97M-V def2-TZVPD def2/J DEFGRID3
* xyz -1 1
O -1.06822 -0.35097 1.64480
C -0.37028 -0.92526 0.80983
O -0.17805 -0.64905 -0.40547
H 0.23561 -1.86749 1.17038
H 1.64681 -0.34342 -1.09988
H 2.82952 -1.03401 -0.61915
O 2.50983 -0.68461 -1.46294
H -1.18871 1.41932 0.06951
H -2.13921 2.38024 -0.19987
O -1.17441 2.32208 -0.32056
*
```

**Gap between HOMO and LUMO**: 9.0415 eV
**Highest occupied orbital energy**: -4.764 eV

Here is a molecular structure, C40H30F6GeIN4O10S2Zr from the Open Molecules 2025 dataset. Energies are from ωB97M-V with the def2-TZVPD basis set.

ORCA input file:
```
! RIJCOSX wB97M-V def2-TZVPD def2/J DEFGRID3
* xyz -1 1
Zr 0.03161 0.44501 -0.10258
O -0.76376 -2.43427 2.82260
C -0.42353 -1.87223 1.64859
O -0.99531 -0.74509 1.34909
C 0.47162 -2.45077 0.80828
C 1.34138 -3.54255 1.14527
C 2.56619 -3.63823 0.59448
C 3.01179 -2.56797 -0.27502
C 2.16116 -1.64306 -0.72395
N 0.77560 -1.65710 -0.37420
C 2.62859 -0.39364 -1.41629
O 3.67322 -0.33690 -2.02639
O 1.79022 0.60280 -1.26297
H -1.30741 -1.77345 3.27598
H 0.98737 -4.27188 1.86595
H 3.23299 -4.45402 0.83863
H 4.05454 -2.45167 -0.53991
F -2.68358 3.78753 3.91833
C -1.84889 3.71246 2.88845
F -2.34736 4.41398 1.87231
F -0.67875 4.23169 3.24018
S -1.60293 1.95492 2.40261
O -0.76721 2.10122 1.20980
O -1.02482 1.32600 3.53895
N -3.04756 1.53604 2.04353
S -3.49977 0.83830 0.70696
O -4.74850 1.37284 0.27118
O -2.45006 0.74153 -0.29006
C -3.93499 -0.90222 1.28546
F -3.28981 -1.83116 0.59956
F -3.67136 -1.04864 2.58388
F -5.24381 -1.08232 1.10663
C -0.22857 -1.39554 -1.44316
Ge -1.29388 -2.93200 -2.01231
C -0.69831 -3.37460 -3.84359
C -0.75667 -4.67556 -4.34019
C -0.40860 -4.96489 -5.65332
C 0.00095 -3.94860 -6.50412
C 0.05844 -2.64476 -6.03182
C -0.28826 -2.36678 -4.71664
C -1.06730 -4.54532 -0.92966
C -1.96256 -4.88121 0.08569
C -1.77628 -6.02087 0.85408
C -0.69016 -6.85294 0.61225
C 0.20984 -6.53241 -0.39253
C 0.02235 -5.38521 -1.15279
C -3.21780 -2.60443 -2.22178
C -4.09306 -3.67761 -2.37923
C -5.45166 -3.47244 -2.58374
C -5.95983 -2.18217 -2.63766
C -5.09999 -1.10153 -2.49486
C -3.74327 -1.31708 -2.29705
H 0.35850 -1.16643 -2.33229
H -1.07280 -5.48782 -3.69334
H -0.45679 -5.98716 -6.00973
H 0.27727 -4.17044 -7.52783
H 0.37935 -1.84139 -6.68408
H -0.22470 -1.33681 -4.37847
H -2.81121 -4.23718 0.29271
H -2.47785 -6.25659 1.64540
H -0.54404 -7.74391 1.21126
H 1.06936 -7.16553 -0.57809
H 0.74711 -5.13905 -1.92221
H -3.71846 -4.69587 -2.33245
H -6.11397 -4.32322 -2.69326
H -7.02103 -2.01979 -2.78349
H -5.48435 -0.08813 -2.51434
H -3.09401 -0.46490 -2.14981
I 3.51423 0.37309 8.16008
C 3.03788 0.66731 6.14599
C 3.15716 1.93664 5.59812
C 2.84229 2.12582 4.26218
C 2.40706 1.06099 3.48391
C 2.28869 -0.20276 4.04870
C 2.60615 -0.40683 5.38349
C 2.04410 1.28738 2.03764
O 2.18841 2.39613 1.52387
O 1.53941 0.26001 1.45242
H 3.49184 2.76495 6.20845
H 2.92575 3.10227 3.80198
H 1.94114 -1.02203 3.43270
H 2.51701 -1.39024 5.82484
N 0.81949 3.40733 -0.96298
C -0.39520 3.17388 -1.54291
C -1.43611 4.11689 -1.52757
C -2.57462 3.83496 -2.24260
C -2.67666 2.63784 -2.96014
C -1.65241 1.73205 -2.83114
N -0.54547 1.96844 -2.11204
H 0.86434 3.96227 -0.12421
H 1.51468 2.67116 -1.01431
H -1.31833 5.03897 -0.97389
H -3.39325 4.54423 -2.25018
H -3.55268 2.39472 -3.54410
H -1.70873 0.74961 -3.28419
*
```

**Gap between HOMO and LUMO**: 6.4824 eV
**Highest occupied orbital energy**: -4.451 eV

ΔE to the lowest compared entry with this formula, charge and spin (computed, kJ/mol): 212.6; 36.1; 59.4; 110.8
Max |F| (computed, eV/Å): 1.6; 0.9; 1.9; 1.2
Energy (computed, eV): -356255.650; -386634.667; -9309.887; -172282.355